# 1
A molecular structure, C22H30BaMnN4O4 in a non-equilibrium geometry. Source: OMol25; level of theory: the ωB97M-V functional and the def2-TZVPD basis.

Each line ends with the Mulliken charge.
Cartesian coordinates (Å):
Ba (0.014, -12.551, 2.050)  1.842
Mn (-4.434, -16.220, 8.287)  1.201
C (-3.086, -15.374, 4.383)  -0.852
C (-3.372, -15.469, 5.724)  0.905
C (-2.600, -14.659, 6.727)  1.008
O (-2.949, -14.745, 7.962)  -0.935
C (-1.619, -13.777, 6.343)  -0.853
C (-1.324, -13.616, 4.976)  0.433
C (-2.141, -14.438, 3.927)  0.813
O (-1.945, -14.156, 2.727)  -0.888
O (-0.376, -12.922, 4.561)  -0.882
O (-4.182, -16.365, 6.147)  -0.954
H (-3.536, -16.052, 3.674)  0.415
H (-1.061, -13.229, 7.089)  0.759
C (-4.670, -18.362, 1.106)  -1.219
C (-3.223, -18.414, 1.594)  -0.625
C (-2.379, -17.210, 1.188)  0.378
C (-2.283, -17.000, -0.263)  -0.042
N (-2.228, -16.849, -1.397)  -0.408
H (-5.113, -17.378, 1.268)  0.319
H (-5.251, -19.146, 1.588)  0.352
H (-4.722, -18.583, 0.039)  0.386
H (-2.783, -19.328, 1.187)  0.409
H (-3.203, -18.526, 2.681)  0.368
H (-1.320, -17.342, 1.431)  0.289
H (-2.805, -16.330, 1.664)  -0.229
C (2.474, -12.648, 6.847)  -0.604
C (3.695, -11.835, 6.434)  -0.728
C (4.256, -12.199, 5.063)  -0.306
C (3.287, -12.076, 3.980)  0.180
N (2.521, -11.972, 3.130)  -0.465
H (1.636, -12.468, 6.172)  0.059
H (2.197, -12.449, 7.882)  0.411
H (2.740, -13.709, 6.868)  0.088
H (4.437, -11.950, 7.224)  0.367
H (3.480, -10.763, 6.422)  0.345
H (4.569, -13.251, 5.014)  0.239
H (5.139, -11.618, 4.792)  0.378
C (-0.680, -10.805, 11.558)  -1.198
C (-1.171, -10.567, 10.138)  -0.440
C (-2.190, -11.621, 9.678)  0.127
C (-3.490, -11.491, 10.341)  0.104
N (-4.510, -11.408, 10.861)  -0.433
H (-1.489, -10.912, 12.285)  0.336
H (-0.100, -9.953, 11.907)  0.362
H (-0.098, -11.728, 11.601)  0.319
H (-0.316, -10.580, 9.460)  0.258
H (-1.666, -9.598, 10.055)  0.340
H (-1.833, -12.620, 9.950)  0.160
H (-2.362, -11.568, 8.603)  0.064
C (2.099, -17.103, 7.856)  -1.243
C (1.058, -17.151, 6.748)  -0.534
C (1.289, -16.117, 5.646)  1.146
C (2.691, -15.965, 5.247)  -0.079
N (3.785, -15.826, 4.938)  -0.504
H (3.076, -17.415, 7.492)  0.365
H (1.846, -17.775, 8.678)  0.412
H (2.173, -16.134, 8.356)  0.263
H (0.049, -17.054, 7.157)  0.244
H (1.076, -18.159, 6.328)  0.330
H (0.989, -15.117, 5.970)  -0.586
H (0.734, -16.380, 4.741)  0.227

Its total charge is +2. The expectation value of S² is 8.754. The HOMO energy (spin up / spin down) is -14.693 / -14.683 eV. Its gap between HOMO and LUMO (spin up / spin down) is 6.320 / 6.261 eV. Its spin multiplicity is 6.

# 2
2 unconnected molecules or ions with the total composition C10H14N3O2 in a non-equilibrium geometry. Source: OMol25; level of theory: the ωB97M-V functional and the def2-TZVPD basis.

Each line ends with the Mulliken charge.
Cartesian coordinates (Å):
C (3.690, -0.585, -0.514)  -0.695
C (3.078, -1.765, 0.008)  -0.367
C (3.028, 0.614, -0.482)  -0.359
C (1.845, -1.732, 0.614)  -0.830
C (1.868, 0.702, 0.127)  0.471
C (1.207, -0.469, 0.658)  0.583
C (0.847, 1.756, 0.208)  0.128
C (-0.147, -0.037, 1.000)  0.206
C (-3.422, -0.336, -0.659)  -0.287
C (-2.109, -1.118, -0.928)  -0.523
N (-0.322, 1.310, 0.732)  -0.098
N (1.011, 2.912, -0.341)  -0.365
N (-1.176, -0.673, 1.653)  -0.319
O (-3.345, 0.459, 0.604)  -0.598
O (-1.022, -0.302, -1.009)  -0.314
H (4.621, -0.592, -1.089)  0.380
H (3.632, -2.745, -0.184)  0.307
H (3.345, 1.588, -0.809)  0.295
H (1.504, -2.660, 0.895)  0.528
H (-4.374, -0.959, -0.605)  0.340
H (-3.396, 0.534, -1.519)  0.297
H (-2.192, -1.806, -1.801)  0.436
H (-2.081, -1.848, -0.093)  0.291
H (-1.244, 1.715, 0.491)  0.321
H (1.949, 3.081, -0.787)  0.201
H (0.228, 3.629, -0.418)  0.248
H (-0.943, -1.422, 2.256)  0.195
H (-2.103, -0.393, 1.462)  0.202
H (-3.976, 1.142, 0.529)  0.326

Its total charge is +1. The expectation value of S² is 2.020. The HOMO energy (spin up / spin down) is -9.628 / -12.527 eV. Its gap between HOMO and LUMO (spin up / spin down) is 6.824 / 6.765 eV. Its spin multiplicity is 3.

# 3
C8H14N2O5 in the gas phase in a non-equilibrium geometry. Source: OMol25; level of theory: the ωB97M-V functional and the def2-TZVPD basis.

Each line ends with the Mulliken charge.
Cartesian coordinates (Å):
C (0.119, 1.191, -0.911)  -0.814
C (1.218, 1.455, 0.110)  -0.879
C (-1.261, 0.629, -0.374)  0.108
C (2.132, 0.244, 0.397)  -0.049
C (-1.326, -0.829, -0.502)  0.090
C (1.486, -0.874, 1.113)  -0.479
C (-2.208, -1.389, -1.625)  -1.452
C (-2.756, 0.990, 1.449)  -0.874
N (3.304, 0.188, -0.087)  0.842
N (-0.507, -1.548, 0.150)  0.958
O (3.833, 0.987, -0.813)  -0.764
O (4.099, -0.977, 0.211)  -0.483
O (0.174, -0.869, 1.198)  -0.268
O (-0.304, -2.745, 0.127)  -0.792
O (-1.493, 1.197, 0.952)  -0.280
H (0.106, 2.268, -1.526)  0.319
H (0.587, 0.499, -1.723)  0.265
H (1.893, 2.275, -0.234)  0.445
H (0.849, 1.815, 1.053)  0.419
H (-2.040, 1.014, -1.143)  0.626
H (1.946, -1.126, 2.150)  0.317
H (1.746, -1.879, 0.585)  0.386
H (5.018, -0.725, 0.106)  0.358
H (-2.686, -0.512, -1.976)  0.368
H (-2.951, -2.184, -1.323)  0.319
H (-1.513, -1.827, -2.327)  0.360
H (-3.553, 1.415, 0.912)  0.376
H (-2.803, 1.392, 2.453)  0.307
H (-3.108, -0.074, 1.598)  0.271

Its total charge is 0. Its SMILES is CO[C@H]1CC/C(=[N+](\[O-])O)CO/[N+]([O-])=C\1C. The HOMO energy is -8.643 eV. Its gap between HOMO and LUMO is 9.346 eV. Its spin multiplicity is 1.

# 4
C3H5N5 in the gas phase in a non-equilibrium geometry. Source: OMol25; level of theory: the ωB97M-V functional and the def2-TZVPD basis.

Each line ends with the Mulliken charge.
Cartesian coordinates (Å):
C (0.717, 0.302, -1.164)  0.063
C (-1.310, 0.131, 1.296)  -0.019
C (0.032, -1.170, 0.231)  0.464
H (-0.010, 1.850, -1.671)  0.271
H (1.301, -0.553, -1.541)  0.254
H (0.113, 1.596, 1.805)  0.357
H (-2.330, 0.267, 1.799)  0.376
H (1.360, -1.641, -0.609)  0.291
N (0.587, 1.204, -2.096)  -0.646
N (0.467, 0.250, 0.212)  0.165
N (-0.399, 1.151, 0.779)  -0.529
N (-1.090, -1.146, 1.089)  -0.489
N (0.564, -2.240, -0.130)  -0.558

Its total charge is 0. Its SMILES is [H]/N=C\n1[nH]cn/c1=N/[H]. The HOMO energy is -9.926 eV. Its gap between HOMO and LUMO is 9.886 eV. Its spin multiplicity is 1.

These records have energy relative to the best compared isomer or geometry (same formula, charge and spin) values of 0.0000; 0.0000; 10.7961; 4.9774 eV, in the order they appear.